The following is a DFT calculation (ωB97M-V/def2-TZVPD) of 5 unconnected molecules or ions with the total composition C12H28BrN4O4 at a distorted geometry.

Values from the calculation:
net charge = -1
total energy = -97090.49961 eV
HOMO energy = -0.228 Eh
F_max = 13.2 eV Å⁻¹
ΔE to the lowest compared entry with this formula, charge and spin = 2.573 eV
LUMO = 2.81 eV

Last column: Mulliken charge in e.
Positions of all 49 atoms, in Å:
C  0.45900  28.29200  35.56100  0.737
N  7.32800  25.12400  37.91100  0.362
C  -0.21100  27.17200  36.27700  -0.743
C  7.75400  27.44800  34.74200  0.534
H  6.86100  24.36400  36.14600  0.228
Br  3.94600  26.44900  37.72300  -0.732
H  3.92300  26.05700  40.04100  -0.090
C  6.37500  27.58800  35.10400  -0.599
H  3.40300  29.58700  35.82400  0.301
C  8.03800  27.19200  39.01900  -0.955
H  3.04100  27.95100  41.75300  0.251
H  8.03700  27.95800  38.22400  0.245
C  4.84800  23.77900  40.71000  -0.958
O  9.52500  25.42000  38.37200  -0.674
H  6.31800  27.57800  36.29000  0.012
H  2.36400  27.60100  36.15400  -0.081
H  4.58600  23.89400  39.86700  0.342
H  6.37700  25.57100  37.96800  -0.177
H  -0.68000  26.35500  35.58300  0.213
H  8.16100  26.15700  36.40500  -0.134
N  8.57700  26.63400  35.43800  0.154
C  8.38100  25.88400  38.36700  0.828
H  3.17000  29.44800  34.16700  0.244
O  -0.30700  29.12600  35.03300  -0.706
N  1.75300  28.30700  35.58400  -0.015
H  5.99400  23.51600  40.74400  0.192
C  7.36400  23.99100  37.21800  -0.873
H  10.50000  25.68600  35.37800  0.430
H  10.61700  27.26200  35.40800  0.317
H  8.37900  23.56900  36.79600  0.232
H  4.24000  22.82500  41.04000  0.282
O  5.16400  25.19700  42.70600  -0.672
H  0.63100  26.47000  36.73900  0.116
H  6.05800  28.39200  34.69500  0.553
H  4.50800  28.12600  40.88600  0.386
C  2.53000  29.51700  35.16300  -0.822
C  4.75500  25.08300  41.57200  0.849
N  4.14400  26.16800  40.99700  0.060
H  10.09800  26.54000  33.95100  0.409
C  9.99600  26.45700  34.98400  -1.188
H  4.86100  27.64400  42.16400  0.456
H  1.85500  30.58300  35.03900  0.252
C  4.06900  27.41000  41.52900  -1.149
O  8.16100  28.07300  33.68900  -0.754
H  -1.00500  27.48600  36.92500  0.275
H  7.11800  27.11000  39.68000  0.094
H  8.85400  27.45300  39.58400  0.467
H  5.85200  26.57400  34.86200  0.157
H  6.88100  23.16600  37.65200  0.343



The following is a DFT calculation (ωB97M-V/def2-TZVPD) of a molecular structure, C23H21Br2IrNO4P at a distorted geometry.

Values from the calculation:
multiplicity = 6
net charge = +3
total energy = -186052.08717 eV
HOMO energy (alpha / beta) = -0.618 / -0.672 Eh
F_max = 2.9 eV Å⁻¹
ΔE to the lowest compared entry with this formula, charge and spin = 1.994 eV
LUMO (alpha / beta) = -9.74 / -12.26 eV

Last column: Löwdin spin population.
Positions of all 53 atoms, in Å:
H  2.86580  -3.49514  2.32353  0.001
C  2.43312  -1.65653  -3.12097  0.070
H  1.28605  -3.42748  3.14107  0.001
C  0.97308  -0.12043  -4.28957  0.005
H  1.25858  -4.28402  -1.20413  0.000
C  1.35474  4.03080  2.18760  0.088
H  2.31801  -1.49460  -5.25704  0.005
C  0.17525  -4.18993  -1.22995  0.009
H  2.26983  -1.71944  -1.01559  0.005
H  -2.59062  -4.49342  1.73343  0.002
Ir  0.28884  0.21021  0.26872  1.283
C  -0.93547  1.93807  -4.31530  0.044
C  0.37825  4.29326  3.13180  0.165
H  -2.99992  -2.84933  2.25098  0.001
H  -3.76001  3.37982  4.86491  0.002
H  -0.84528  1.80508  -6.45064  0.002
C  -0.46657  1.42413  -5.51370  0.094
C  0.49165  0.41834  -5.49790  0.179
H  2.00513  2.76991  0.62392  0.006
H  -0.27128  -4.96441  -0.61038  0.001
O  -1.05298  -3.18024  1.63918  0.070
O  -0.22916  -2.86760  -0.80072  0.047
C  0.46810  0.35948  -3.03062  0.029
C  -0.88854  2.32685  2.37770  0.021
C  0.93934  -0.22456  -1.83288  0.326
C  0.16547  2.02403  1.48064  0.302
C  1.90016  -1.23495  -1.90623  0.096
C  -2.97037  3.08718  4.18902  0.084
H  -4.05209  1.42544  3.37398  0.000
H  0.89498  0.04210  -6.42734  0.006
H  0.45418  5.15691  3.77696  0.005
H  -2.82146  -3.22913  0.50821  0.001
C  1.93051  -2.94113  2.41044  0.007
O  1.34452  -2.96184  1.10817  0.044
H  2.14978  -1.91380  2.71239  0.003
C  -2.44794  -3.43258  1.51301  0.004
H  2.20500  4.68780  2.08157  0.002
C  -0.75979  3.47426  3.23821  0.004
H  -0.18974  -4.28744  -2.24807  0.001
C  -0.48556  1.40262  -3.11240  0.184
C  1.95576  -1.12859  -4.30575  0.159
C  -3.13289  1.99170  3.35524  0.046
Br  -1.24530  2.09413  -1.52506  0.152
H  -1.63575  4.65891  4.80201  0.005
H  -1.65185  2.74684  -4.30953  0.000
Br  -2.46181  0.16263  1.31809  0.109
C  -2.11143  1.62307  2.48122  0.170
C  1.23000  2.91600  1.36278  0.087
N  1.97397  -0.02460  0.93539  0.408
H  3.21182  -2.40391  -3.13397  0.001
C  -1.78621  3.81194  4.14403  0.174
O  2.92736  0.62462  1.11173  0.316
P  -0.05724  -2.36099  0.69179  0.173



The following is a DFT calculation (ωB97M-V/def2-TZVPD) of a molecular structure, CH3O3SSr at a distorted geometry.

Values from the calculation:
multiplicity = 2
total energy = -18895.87237 eV
HOMO energy (alpha / beta) = -0.293 / -0.281 Eh
F_max = 2.3 eV Å⁻¹
ΔE to the lowest compared entry with this formula, charge and spin = 1.654 eV
LUMO (alpha / beta) = -0.81 / -0.82 eV

Last column: Löwdin spin population.
Positions of all 9 atoms, in Å:
O  1.80675  -0.61493  -0.05046  0.348
O  -2.46949  -0.13835  0.31568  0.000
Sr  -0.17092  -0.26508  0.91978  -0.006
C  -3.19927  -0.76981  -0.70749  0.000
H  -3.70117  -1.63632  -0.25363  0.000
O  -1.55578  0.99789  -0.25253  0.004
H  -3.94582  -0.07817  -1.12605  0.000
S  1.95201  0.91670  -0.52646  0.653
H  -2.52574  -1.10941  -1.51078  0.000



The following is a DFT calculation (ωB97M-V/def2-TZVPD) of C6H10O in the gas phase at a distorted geometry.

Values from the calculation:
total energy = -8428.89639 eV
HOMO energy = -0.283 Eh
SMILES string = CC(C)=C/C=C/O
F_max = 2.9 eV Å⁻¹
ΔE to the lowest compared entry with this formula, charge and spin = 2.344 eV
LUMO = 0.76 eV

Last column: Mulliken charge in e.
Positions of all 17 atoms, in Å:
H  -0.84566  2.19574  1.61476  0.338
H  0.10141  1.08441  2.83593  0.300
H  -1.19815  -1.56356  1.43890  0.276
O  0.94541  -1.00382  -3.44602  -0.517
H  0.42707  -1.71264  0.61739  0.357
C  -0.19649  -1.15039  1.31282  -1.166
C  -0.29042  0.33083  0.93895  0.574
H  0.21837  0.87540  -2.98638  0.314
H  0.10400  -1.45989  -3.57170  0.321
C  -0.67302  1.21448  2.06785  -1.179
H  0.39185  -1.24437  2.22819  0.330
H  1.68030  -0.65451  -0.78528  0.409
C  0.87345  -0.05964  -1.19521  -0.137
H  -0.53001  1.59024  -0.77159  0.294
H  -1.57700  0.91040  2.60687  0.302
C  0.71301  0.00573  -2.52632  -0.329
C  -0.14413  0.64158  -0.37915  -0.486



The following is a DFT calculation (ωB97M-V/def2-TZVPD) of 7 unconnected molecules or ions with the total composition C45H44O2S at a distorted geometry.

Values from the calculation:
total energy = -62306.15737 eV
HOMO energy = -0.336 Eh
SMILES string = C=CCC1=C(S)C(=O)C=CC1=O.c1ccccc1.c1ccccc1.c1ccccc1.c1ccccc1.c1ccccc1.c1ccccc1
F_max = 1.6 eV Å⁻¹
LUMO = -1.60 eV

Last column: Mulliken charge in e.
Positions of all 92 atoms, in Å:
H  4.04424  4.33575  -1.94255  0.120
H  -2.92352  -1.34211  4.20424  0.275
H  0.72775  -2.70504  -2.12329  0.419
H  9.32021  -0.02416  -7.16273  0.358
C  -2.29297  2.28201  2.42212  0.285
C  7.68982  1.03559  -6.25834  -0.415
C  -3.57392  -3.57812  6.54381  -0.326
H  3.81392  5.17883  0.36610  0.402
C  -9.02215  -1.97172  1.43342  -0.344
C  2.02591  0.24479  -0.03420  -0.353
C  -2.15341  -2.27717  2.48195  -0.202
C  8.27683  -0.05935  -6.87732  -0.340
H  5.89422  1.84384  -5.40807  0.413
H  -2.20357  -3.20640  1.93068  0.446
C  0.74334  -3.06086  -5.49039  -0.353
H  -3.57279  -1.49288  7.04877  0.388
C  -1.19431  0.06083  2.51018  0.054
O  0.80008  0.12849  3.79014  -0.644
H  -8.50253  -0.34415  -1.48968  0.364
H  3.99686  1.99859  2.08429  0.418
H  4.35224  9.18404  -1.04438  0.354
H  3.98165  -2.29314  -4.86875  0.388
H  -0.78778  -3.24289  -3.99955  0.372
C  6.18712  -1.24181  -6.76941  -0.198
C  -0.26995  0.66096  3.52729  0.416
C  5.59937  -0.14594  -6.15313  -0.226
H  2.08982  0.42409  2.10457  0.525
H  3.11153  -2.22227  -2.56092  0.457
C  2.44749  -2.46139  -3.38199  -0.784
C  4.31395  6.28669  -2.79321  -0.528
H  -7.01174  -3.71533  8.29058  0.377
C  -6.96091  -1.13261  -0.22488  -0.570
H  4.56667  8.34093  -3.35637  0.360
S  -3.21119  0.29839  0.67994  -0.125
H  1.19410  -0.44906  -0.02844  0.258
C  -0.67326  1.90520  4.21652  -0.709
C  3.64739  1.53492  -1.25136  -0.539
C  -8.27859  -0.87249  -0.57225  -0.356
C  -0.96037  -1.38287  2.18811  -0.558
C  2.52991  0.73338  1.16401  -0.201
H  5.60104  -2.13033  -6.96952  0.338
C  -3.12073  -1.96853  3.34624  -1.150
C  -4.26689  -4.77813  6.61854  -0.382
O  -2.94543  3.07246  1.77760  -0.548
C  2.58445  0.64330  -1.24059  -0.638
C  -5.50346  -4.82764  7.24706  -0.411
H  8.27560  1.92377  -6.05985  0.358
H  -5.64540  -2.02643  1.21707  0.456
H  7.98606  -2.05474  -7.60823  0.355
H  4.98937  2.71484  -0.06232  0.604
H  -0.15875  2.19662  5.11480  0.503
C  -5.34969  -2.47878  7.73515  -0.449
H  -3.84333  -5.67524  6.18582  0.373
H  4.40665  5.91736  -3.80655  0.372
H  -0.15981  -1.72427  2.84679  0.435
C  4.10724  5.39810  -1.74714  0.040
C  7.52683  -1.19942  -7.12978  -0.513
C  4.40264  7.64850  -2.54079  -0.346
H  -4.33341  -0.09500  1.30621  0.110
C  2.93549  -2.49778  -4.68033  -0.031
H  -4.12508  -2.32650  3.18439  0.343
H  -6.15555  -0.80319  -0.86981  0.344
H  2.19049  0.25877  -2.17306  0.506
H  -6.04482  -5.76316  7.30380  0.379
C  3.59860  1.62015  1.15134  -0.651
C  -6.67441  -1.81858  0.94832  -0.061
C  4.06602  7.23442  -0.19713  -0.401
C  6.35146  0.99140  -5.89391  -0.484
C  4.15686  2.02195  -0.05463  -0.442
C  1.10803  -2.73037  -3.13687  -0.262
C  -6.04608  -3.67736  7.80330  -0.384
C  -1.62765  2.66490  3.68413  -0.501
H  4.07974  1.84975  -2.19308  0.520
C  -2.13163  0.85409  1.97477  1.022
C  2.08373  -2.79542  -5.73511  -0.440
H  -7.48099  -2.77608  2.69087  0.407
H  -2.61233  -3.53850  6.04850  0.389
H  -10.33691  -1.08332  -0.00924  0.352
H  2.46408  -2.82033  -6.74857  0.360
H  -0.59187  -1.53185  1.18047  0.101
C  4.28089  8.12227  -1.24206  -0.434
H  -1.91137  3.59288  4.15419  0.442
C  3.98005  5.87217  -0.44889  -0.316
H  -9.82651  -2.29519  2.08121  0.364
H  3.96542  7.60460  0.81504  0.363
H  -5.76999  -1.58303  8.17397  0.363
C  -7.70474  -2.23987  1.77725  -0.518
C  0.25639  -3.03167  -4.19090  -0.517
H  4.55361  -0.17762  -5.87436  0.377
H  0.07814  -3.29072  -6.31259  0.368
C  -9.30896  -1.28989  0.25893  -0.428
C  -4.11458  -2.42891  7.10402  -0.314



The following is a DFT calculation (ωB97M-V/def2-TZVPD) of 2 unconnected molecules or ions with the total composition C3H11N2S at a distorted geometry.

Values from the calculation:
net charge = +1
total energy = -17095.12408 eV
HOMO energy = -0.436 Eh
F_max = 3.5 eV Å⁻¹
ΔE to the lowest compared entry with this formula, charge and spin = 3.889 eV
LUMO = -3.72 eV

Last column: Mulliken charge in e.
Positions of all 17 atoms, in Å:
H  -2.57143  -1.01592  -0.99674  0.356
H  0.44181  0.80492  -1.78064  0.354
H  1.10116  -1.19146  -1.91231  0.289
S  -0.80601  -0.08469  2.14552  -0.212
H  2.02769  -1.35861  -0.53389  0.262
C  1.01372  0.46270  -0.90912  0.357
H  -0.36135  1.27047  1.98401  0.185
H  -2.96769  -0.96852  0.70367  0.378
H  1.52617  2.24310  0.08171  0.308
C  1.63527  1.18222  0.20413  -1.064
H  -2.68210  0.43582  -0.00796  0.361
C  -0.95221  -0.66976  0.38578  -0.622
N  -2.36028  -0.56335  -0.06156  -0.322
H  2.64035  0.79444  0.27572  0.350
N  1.66469  -0.69790  -1.19719  -0.441
H  1.21588  1.07416  1.18613  0.169
H  -0.56567  -1.71762  0.43272  0.292



Which of these has the lowest F_max? C45H44O2S